Entry from the OMol25 dataset: a structure of composition C36H47GeNO3PSi2Ta (wB97M-V/def2-TZVPD).

Element x y z (Å)
C 4.655283 0.130176 -3.668181
C 5.206251 0.753058 -1.022335
H 3.149198 -5.161102 2.577951
C 2.719073 1.426228 1.332733
H 2.016826 0.196082 2.951759
P -1.748014 1.919183 -2.176535
H -1.893169 -3.136455 -4.966677
C -1.810143 -3.172442 -3.887911
H 4.439663 -0.119622 -4.699892
H 0.991377 1.279298 -3.284513
C -4.158711 0.890886 -2.387544
H -3.629188 -1.856532 -0.178848
H -3.721022 3.287834 1.450856
C -1.916863 -4.424462 -1.836370
C -1.687186 2.041029 3.733071
H 0.422197 2.683947 1.354362
H -0.746779 3.967825 1.657917
H 7.172290 1.265745 -1.712566
H -0.735282 -2.983562 1.841736
O -1.302162 3.429981 -2.310318
C 3.852165 -3.135974 2.479920
H 6.679949 0.715643 -4.071514
C 3.143936 3.737061 1.920929
H 1.201908 -2.636157 -0.276936
H -4.311601 1.693247 1.909880
C 1.949526 -2.772865 0.498523
C -3.460722 -0.865178 3.670263
C -2.391585 -5.555092 -3.963950
H 3.436306 2.922665 -0.036039
C -0.601988 3.002285 1.162477
C 5.913862 0.596575 -3.315667
C 2.756359 -1.697441 0.870197
C 2.331146 1.190635 2.652254
H -2.471515 1.549813 4.304707
H -1.740051 3.114220 3.935960
Si -2.593322 -1.289310 2.059237
H 2.692878 -0.389650 -2.971633
C 3.039410 -4.195344 2.100744
H -4.107159 0.264786 -3.276403
H -2.085813 -5.360051 -1.318726
C 3.675074 -0.018339 -2.695721
H 2.751684 4.286380 3.958300
C -2.039745 4.497071 -1.676873
H 5.435107 1.002923 0.008378
Ta -0.969295 -0.126449 -0.731332
C -1.471126 -2.039326 -3.165665
C -2.035372 -4.372081 -3.221552
C 2.087811 -4.013342 1.107147
C -1.636366 -2.860745 2.445760
O -1.074478 1.208045 -3.428500
N -2.679575 -6.497171 -4.556316
H -4.643332 -2.365312 1.162771
H 4.348570 -1.077591 2.180321
H -3.736502 1.974347 0.271532
C -3.552347 2.214956 1.322559
Ge 2.539980 0.029707 -0.020687
H 3.462606 4.731296 1.632777
C 0.813743 0.036124 -0.839110
H -0.679726 3.163467 0.087225
H 0.303534 0.995784 -4.912293
C 2.744135 3.488181 3.226624
H -1.517273 -3.359260 -0.056761
C 3.129618 2.713182 0.983091
Si -1.811229 1.762270 1.883884
C -1.588936 -3.276837 -1.132577
H 0.239707 2.628717 -4.198780
H -4.580085 -0.660072 0.723630
H -1.308315 -2.816914 3.487975
O -3.295779 2.029820 -2.548479
C -1.358440 -2.045739 -1.764695
H 1.454457 -4.838737 0.804767
C 0.211859 1.562322 -3.990567
H -0.721281 1.685616 4.100681
H -1.281479 -1.128729 -3.721762
H -2.804496 4.849971 -2.364113
H -4.137638 -0.012615 3.595476
H 2.036198 2.013197 4.613902
H -2.255056 -3.754931 2.336127
H -0.440546 -0.183865 1.938244
H -5.165832 1.272139 -2.248627
C -1.390723 -0.013058 1.407868
H -4.057094 -1.734743 3.963840
C 2.340025 2.212530 3.593412
H -2.748591 -0.669309 4.473247
H -3.876224 0.300093 -1.512486
H -2.501770 4.159330 -0.750020
C 3.934731 0.292230 -1.362402
C 6.189364 0.906266 -1.991049
C -3.978312 -1.570118 0.815706
C 3.709609 -1.897499 1.868350
H -1.324429 5.284337 -1.460658
H 4.596248 -3.274478 3.254544

Forces on the atoms, in the same order (eV/Å):
C 0.000 0.012 0.016
C -0.007 0.003 -0.044
H 0.000 0.002 0.000
C -0.005 0.068 0.038
H -0.002 -0.007 -0.006
P 0.294 -0.380 0.091
H 0.002 0.001 0.003
C 0.020 0.060 -0.025
H -0.002 -0.004 0.002
H 0.007 0.019 0.004
C 0.052 0.035 -0.046
H -0.006 0.002 0.001
H -0.020 -0.002 0.011
C 0.020 0.016 0.038
C 0.013 0.006 0.034
H 0.045 -0.015 0.049
H -0.016 0.006 -0.031
H -0.003 0.003 0.001
H -0.021 0.007 -0.003
O 0.029 0.072 0.064
C -0.002 0.013 0.008
H 0.001 -0.001 0.004
C -0.004 -0.004 -0.014
H 0.014 0.003 -0.017
H 0.000 -0.004 -0.011
C -0.017 0.014 0.019
C -0.056 -0.007 0.017
C 0.036 0.098 0.069
H 0.002 -0.005 -0.005
C -0.020 0.064 -0.073
C 0.002 -0.005 -0.012
C -0.045 -0.075 0.027
C -0.016 0.007 0.002
H -0.016 -0.002 0.010
H 0.002 -0.004 0.010
Si 0.055 -0.020 -0.004
H 0.005 -0.006 0.007
C -0.006 -0.014 -0.001
H -0.012 -0.010 0.001
H 0.000 0.001 -0.003
C -0.011 -0.008 -0.018
H 0.001 -0.001 -0.001
C -0.030 -0.028 -0.042
H -0.003 -0.001 0.003
Ta -0.512 -0.092 0.361
C -0.015 -0.021 0.024
C -0.049 -0.159 -0.076
C 0.023 0.000 0.003
C 0.032 -0.044 0.010
O -0.142 0.228 -0.448
N -0.003 -0.003 -0.005
H -0.014 0.014 -0.005
H 0.000 0.002 -0.004
H 0.012 0.020 -0.021
C -0.039 0.003 0.002
Ge 0.009 -0.130 -0.129
H 0.004 -0.004 -0.002
C 0.192 0.411 -0.006
H 0.072 -0.058 0.052
H 0.008 -0.015 0.007
C 0.001 0.025 0.018
H 0.015 0.007 0.047
C -0.007 -0.002 0.036
Si 0.103 -0.077 -0.002
C -0.013 -0.013 -0.080
H -0.006 0.003 -0.015
H -0.004 -0.007 0.000
H 0.000 -0.011 -0.002
O -0.068 0.020 -0.013
C 0.059 -0.038 0.017
H -0.006 0.003 -0.004
C 0.019 -0.054 0.084
H 0.004 0.005 0.000
H -0.003 0.011 -0.005
H -0.005 0.005 0.000
H 0.000 0.011 0.005
H -0.006 -0.004 -0.002
H 0.013 -0.012 0.010
H 0.014 0.001 -0.017
H -0.007 0.000 -0.012
C -0.011 0.050 0.028
H -0.006 0.018 0.006
C 0.009 -0.024 -0.011
H 0.001 -0.013 0.004
H -0.007 -0.011 0.025
H -0.005 0.017 -0.006
C 0.069 0.033 -0.005
C 0.011 -0.006 0.007
C -0.035 -0.004 -0.022
C 0.003 0.002 -0.021
H 0.010 -0.001 -0.004
H 0.001 0.003 -0.002

Output
- Net charge: 0
- Lowest unoccupied orbital energy: -0.14 eV
- Max |F|: 0.01231 Eh/bohr
- ΔE to the lowest compared entry with this formula, charge and spin: 0.0 kcal/mol
- Total energy: -128838.6576 eV
- HOMO level: -7.78 eV

Here are the Mulliken charges for atoms 1 to 8, given in e:
1 C -0.7523
2 C -0.3998
3 H 0.3838
4 C -0.0490
5 H 0.2689
6 P -0.1611
7 H 0.4744
8 C -0.9351